{"formula": "C4H10N2OS", "method": "the ωB97M-V functional and the def2-TZVPD basis", "elements": ["C", "N", "C", "O", "C", "N", "C", "S", "H", "H", "H", "H", "H", "H", "H", "H", "H", "H"], "coordinates": [[0.12850, -1.79403, 1.71599], [-0.21589, -1.91390, 0.33750], [-0.30585, -0.93955, -0.61317], [-0.47379, -1.27452, -1.77057], [-0.07120, 0.52154, -0.16965], [1.30280, 0.50379, 0.33575], [-0.38999, 1.44098, -1.30075], [-0.19482, 3.26446, -1.08926], [1.14191, -1.51363, 2.05928], [-0.01867, -2.77047, 2.19489], [-0.55560, -1.15651, 2.28740], [-0.42996, -2.85679, 0.06394], [-0.77037, 0.68347, 0.67147], [1.96908, 0.22000, -0.36973], [1.54403, 1.42646, 0.68389], [0.22407, 1.15773, -2.16383], [-1.41064, 1.34488, -1.69450], [-1.47362, 3.65609, -1.17864]], "atomic_forces_ev_per_a": [[-0.2, -0.3, 2.3], [0.3, 0.4, 0.4], [0.3, -0.8, -0.2], [-0.3, 0.5, -0.3], [-0.2, -1.3, 0.9], [-0.4, 0.8, 0.3], [-0.5, 0.8, -1.8], [0.5, -0.3, 0.4], [-0.3, 0.1, -1.1], [-0.1, 0.0, -0.3], [0.0, 0.2, -0.3], [0.1, 0.2, -0.6], [0.4, 0.2, -0.1], [0.0, 0.1, -0.2], [0.2, -0.1, -0.1], [0.1, 0.1, 0.2], [0.2, -0.4, 0.4], [0.0, -0.3, 0.1]], "lowdin_charge": [-0.129, 0.019, -0.459, 0.056, -0.392, 0.058, -0.526, 0.683, 0.081, 0.082, 0.080, 0.137, 0.147, 0.093, 0.073, 0.077, 0.083, -0.162], "spin_multiplicity": 1, "smiles": "CNC(=O)[C@@H](N)CS", "lumo_ev": 0.8, "e_homo_ev": -9.178, "e_above_lowest_kj_mol": 85.0}

{"formula": "C6H9N", "method": "the ωB97M-V functional and the def2-TZVPD basis", "elements": ["C", "N", "C", "C", "C", "C", "C", "H", "H", "H", "H", "H", "H", "H", "H", "H"], "coordinates": [[-0.43907, -1.27862, -1.70094], [0.07421, -0.13840, -0.93982], [-0.31565, 1.46286, -0.19251], [0.97307, 1.66211, 0.44900], [1.29899, 0.50677, 1.07172], [0.07171, -0.34216, 1.38153], [-0.75512, 0.12170, 0.21888], [-1.38251, -1.13608, -2.23309], [0.32906, -1.63638, -2.39926], [-0.59764, -2.10427, -0.97279], [-0.93780, 2.25767, -0.60541], [1.63714, 2.49825, 0.25824], [2.30811, 0.19432, 1.31541], [0.20840, -1.42763, 1.30865], [-0.31776, -0.09642, 2.37832], [-1.81799, -0.11134, 0.11579]], "atomic_forces_ev_per_a": [[-0.2, 0.1, -0.3], [-0.1, 0.0, -0.1], [0.1, -0.3, -0.4], [0.2, -0.3, -0.2], [0.1, 0.3, 0.5], [0.1, 0.0, 0.1], [-0.1, -0.2, 0.3], [-0.1, 0.1, -0.1], [-0.2, 0.3, 0.0], [0.0, 0.4, -0.2], [0.2, -0.6, -0.3], [0.0, -0.2, -0.1], [-0.1, 0.3, 0.5], [0.2, 0.2, 0.1], [0.0, -0.1, 0.0], [0.1, -0.1, 0.2]], "lowdin_charge": [-0.127, -0.058, -0.042, -0.093, -0.052, -0.137, -0.402, 0.069, 0.071, 0.082, 0.118, 0.099, 0.105, 0.110, 0.113, 0.144], "spin_multiplicity": 1, "smiles": "CN1[C@@H]2C=CC[C@@H]21", "lumo_ev": [0.8, 0.8], "e_homo_ev": [-8.271, -8.272], "e_above_lowest_kj_mol": 398.2}

{"formula": "C29H55BrClIN2O8PS", "method": "the ωB97M-V functional and the def2-TZVPD basis", "elements": ["C", "C", "C", "N", "C", "C", "C", "C", "O", "O", "C", "Br", "N", "C", "C", "P", "O", "O", "C", "C", "O", "C", "C", "C", "C", "C", "I", "C", "C", "Cl", "C", "C", "C", "C", "S", "C", "C", "H", "H", "H", "H", "H", "H", "H", "H", "H", "H", "H", "H", "H", "H", "H", "H", "H", "H", "H", "H", "H", "H", "H", "H", "H", "H", "H", "H", "H", "H", "H", "H", "H", "H", "H", "H", "H", "H", "H", "H", "H", "H", "H", "H", "H", "H", "H", "H", "H", "C", "C", "C", "O", "C", "O", "O", "H", "H", "H", "H", "H", "H"], "coordinates": [[5.95749, 1.64229, -2.27789], [4.93071, 1.69178, -1.14452], [3.83029, 0.64175, -1.32115], [2.64954, 0.90885, -0.54824], [2.67893, 0.74915, 0.87860], [2.80377, -0.70709, 1.33879], [3.40169, -0.91058, 2.73754], [4.40329, -2.03612, 2.81435], [5.32339, -2.05381, 3.65679], [4.28235, -3.01572, 1.85094], [1.55500, 1.65329, 1.39301], [1.86958, 2.13301, 3.23673], [0.13201, 1.23098, 1.08600], [-0.66590, 2.52683, 0.96261], [-2.17365, 2.76300, 1.22401], [-3.69976, 1.79025, 1.31603], [-4.57066, 2.46447, 2.29997], [-3.53369, 0.25069, 1.64902], [-4.40915, -0.28904, 2.67939], [-4.15304, -1.75904, 2.79527], [-4.29559, 1.88712, -0.14891], [-5.52289, 1.15849, -0.34307], [-6.22130, 1.71581, -1.55904], [-0.35719, 0.18199, 2.07196], [-1.01050, 0.49121, 3.43552], [-1.29147, 1.89994, 3.96487], [0.08633, -0.58463, 4.99814], [0.23407, 0.52089, -0.28824], [-1.09440, 0.25988, -1.00836], [-0.77147, -1.24373, -1.94064], [-1.70358, 1.27941, -1.94899], [-2.89869, 0.72919, -2.72762], [1.36614, 0.94469, -1.21588], [1.23043, 2.27012, -2.01058], [1.30925, 1.98662, -3.81350], [2.85880, 2.80860, -4.31886], [3.66952, 1.87999, -5.20016], [5.90970, 0.71491, -2.83460], [5.81984, 2.48631, -2.94195], [6.96017, 1.75159, -1.88727], [5.45105, 1.51317, -0.20923], [4.46495, 2.66995, -1.07490], [3.59310, 0.61315, -2.37916], [4.30018, -0.31871, -1.10303], [3.57953, 1.24523, 1.22853], [1.90123, -1.29840, 1.22223], [3.51494, -1.16072, 0.66204], [3.97717, -0.03050, 2.99774], [2.64349, -1.05019, 3.49708], [3.59997, -3.65195, 2.07673], [1.71057, 2.58182, 0.86550], [-0.16434, 3.21603, 1.62805], [-0.39997, 2.90692, -0.01270], [-2.46817, 3.51318, 0.49466], [-2.26002, 3.31375, 2.14851], [-4.23290, 0.21989, 3.61865], [-5.44657, -0.12281, 2.42130], [-4.89199, -2.18949, 3.45942], [-4.29677, -2.22336, 1.82800], [-3.15137, -1.98769, 3.12865], [-6.18268, 1.27607, 0.50851], [-5.31713, 0.10485, -0.50039], [-6.34100, 2.78299, -1.41368], [-5.59754, 1.59869, -2.43385], [-7.18889, 1.25506, -1.69275], [0.51669, -0.41961, 2.25792], [-1.00171, -0.51560, 1.55818], [-1.92467, -0.06695, 3.48864], [-1.01901, 1.99869, 5.00341], [-0.80290, 2.70372, 3.43792], [-2.36036, 2.08682, 3.92281], [0.52824, -0.47366, 0.01834], [-1.85475, -0.07459, -0.31161], [-2.03218, 2.16423, -1.41833], [-1.01083, 1.60325, -2.71141], [-3.46422, 0.00548, -2.15439], [-2.59702, 0.34387, -3.68912], [-3.57131, 1.55798, -2.90450], [1.39019, 0.15418, -1.95820], [0.30412, 2.80489, -1.86452], [2.05070, 2.93076, -1.76878], [2.56477, 3.66519, -4.90779], [3.40619, 3.11268, -3.43718], [4.70012, 2.21045, -5.26630], [3.67489, 0.86230, -4.82913], [3.28080, 1.86527, -6.20985], [0.53319, -6.87306, -1.19459], [-0.38768, -6.32486, -0.13769], [-1.59237, -5.57250, -0.65435], [-1.85792, -4.66019, 0.43049], [-0.68939, -4.43418, 1.07066], [-0.52481, -3.61226, 1.92216], [0.25637, -5.29106, 0.64857], [0.88065, -6.07678, -1.85423], [1.41109, -7.32877, -0.74000], [0.01870, -7.62721, -1.78851], [-0.69158, -7.11510, 0.55283], [-2.45605, -6.20304, -0.84445], [-1.36412, -4.99064, -1.54302]], "atomic_forces_ev_per_a": [[0.0, 0.4, 0.4], [0.0, -0.3, 0.0], [0.8, 0.3, -0.1], [-0.5, 0.0, 0.2], [-0.3, -0.4, -0.2], [0.2, -0.3, 0.4], [0.3, 0.3, -0.5], [2.7, -0.5, 2.6], [-3.1, 0.0, -3.0], [0.5, 0.4, 0.3], [0.7, 0.2, 0.3], [-0.1, 0.0, 0.0], [-0.6, 0.3, -0.2], [0.1, 0.5, 0.0], [0.4, -0.3, -0.3], [-1.4, 1.1, 0.9], [0.5, -0.2, -0.1], [0.5, 0.0, -0.3], [-0.1, -0.4, 0.4], [-0.1, 0.0, -0.4], [0.6, -0.5, -0.1], [-0.8, 0.0, -0.7], [0.5, 0.5, 0.3], [0.2, -0.5, 0.5], [0.6, 0.2, 0.7], [-0.5, 0.1, -0.1], [-0.1, -0.1, -0.1], [0.1, -0.7, 0.2], [-0.2, 0.0, -0.2], [0.0, -0.4, -0.2], [-0.2, -0.2, -0.6], [-0.2, 0.6, 0.4], [0.6, 0.7, -0.1], [-0.1, -0.1, -0.6], [-0.1, 0.0, 0.1], [-0.4, -0.4, -0.3], [0.3, 0.0, -0.1], [0.0, -0.2, -0.2], [-0.1, 0.0, -0.4], [0.3, -0.1, 0.1], [0.0, 0.1, 0.3], [0.0, 0.3, 0.0], [-0.5, 0.0, -0.2], [-0.2, -0.4, 0.1], [0.2, 0.2, 0.2], [-0.2, -0.1, -0.1], [0.1, 0.0, -0.4], [0.0, 0.2, 0.3], [-0.1, -0.1, 0.3], [-0.3, -0.2, 0.1], [-0.2, 0.2, -0.2], [0.1, 0.0, 0.3], [-0.1, -0.2, -0.3], [-0.1, 0.0, -0.4], [0.0, -0.1, 0.3], [0.1, 0.3, 0.1], [-0.1, 0.2, -0.2], [0.0, -0.1, 0.3], [0.0, -0.2, -0.3], [0.3, -0.1, 0.2], [0.1, 0.1, 0.4], [0.3, -0.2, 0.2], [-0.3, 0.2, 0.0], [-0.1, -0.2, -0.3], [-0.2, -0.2, -0.1], [0.3, 0.0, 0.0], [-0.5, 0.2, -0.4], [-0.3, -0.1, -0.3], [0.2, 0.0, 0.2], [0.2, 0.0, 0.0], [-0.2, 0.0, 0.0], [0.1, -0.2, 0.2], [-0.1, 0.2, 0.4], [0.0, 0.1, 0.4], [0.4, 0.0, 0.0], [0.0, -0.4, 0.0], [0.0, -0.4, -0.1], [-0.1, 0.2, -0.2], [-0.4, -0.2, -0.2], [-0.1, 0.1, 0.3], [0.2, 0.1, 0.2], [0.1, 0.5, 0.1], [0.1, 0.1, 0.2], [0.2, 0.2, 0.0], [0.0, -0.2, 0.1], [-0.2, -0.1, -0.2], [0.3, 0.2, 0.1], [0.1, -0.1, -0.2], [-0.1, 0.0, 0.2], [0.0, 0.1, -0.1], [-0.1, -0.2, 0.2], [0.0, 0.3, -0.2], [0.1, -0.1, 0.0], [-0.1, 0.0, 0.0], [0.0, -0.1, 0.0], [0.0, 0.0, 0.0], [0.0, 0.0, 0.1], [-0.1, 0.1, 0.2], [0.1, 0.1, -0.2]], "lowdin_charge": [-0.086, -0.222, -0.173, -0.116, -0.313, -0.120, -0.116, -0.430, 0.104, 0.071, -0.522, 0.936, -0.113, -0.103, -0.146, 0.474, -0.237, -0.223, -0.255, -0.049, -0.206, -0.267, -0.051, -0.169, -0.669, -0.192, 0.931, -0.220, -0.560, 0.753, -0.267, -0.100, -0.307, -0.400, 0.909, -0.506, -0.172, 0.077, 0.062, 0.072, 0.102, 0.101, 0.108, 0.127, 0.134, 0.108, 0.108, 0.107, 0.047, 0.123, 0.109, 0.099, 0.107, 0.111, 0.076, 0.116, 0.116, 0.092, 0.084, 0.070, 0.115, 0.117, 0.089, 0.055, 0.088, 0.051, 0.119, 0.016, 0.047, 0.015, 0.072, 0.105, 0.087, 0.096, 0.054, 0.071, 0.078, 0.066, 0.098, 0.042, 0.078, 0.065, 0.055, 0.071, 0.056, 0.072, -0.017, -0.315, -0.079, 0.058, -0.577, 0.129, 0.085, 0.092, 0.091, 0.096, 0.162, 0.143, 0.133], "spin_multiplicity": 1, "charge": 1, "lumo_ev": -2.2, "e_homo_ev": -11.066}

{"formula": "C37H44NO3Si", "method": "the ωB97M-V functional and the def2-TZVPD basis", "elements": ["C", "O", "C", "C", "C", "C", "C", "C", "C", "C", "C", "C", "C", "O", "C", "C", "C", "C", "C", "H", "H", "H", "H", "H", "H", "H", "H", "H", "H", "H", "H", "H", "H", "H", "H", "H", "C", "Si", "C", "C", "O", "C", "C", "C", "C", "C", "C", "C", "C", "C", "C", "C", "C", "C", "C", "C", "C", "C", "N", "H", "H", "H", "H", "H", "H", "H", "H", "H", "H", "H", "H", "H", "H", "H", "H", "H", "H", "H", "H", "H", "H", "H", "H", "H", "H", "H"], "coordinates": [[-6.17562, 2.43431, 0.41970], [-5.94454, 1.00322, 0.34564], [-4.79863, 0.54013, 0.94500], [-4.69962, -0.83934, 1.26733], [-3.68277, -1.30320, 2.08501], [-2.53087, -0.49942, 2.31294], [-1.27113, -1.12714, 2.64610], [-0.17113, -0.68904, 1.89098], [1.06331, -1.30964, 1.70296], [2.20881, -0.65321, 1.15349], [3.41784, -1.32938, 0.78875], [4.54760, -0.62591, 0.43883], [4.54855, 0.79308, 0.49874], [5.75128, 1.41640, 0.40739], [5.79432, 2.86108, 0.48627], [3.31165, 1.47412, 0.64127], [2.18457, 0.75648, 0.98888], [-2.63087, 0.89839, 1.99933], [-3.68920, 1.37154, 1.24180], [-7.25193, 2.56165, 0.32474], [-5.84368, 2.83050, 1.38778], [-5.67980, 2.96230, -0.40481], [-5.46559, -1.49433, 0.84047], [-3.67681, -2.32894, 2.47004], [-1.22325, -2.00001, 3.31084], [-0.39119, 0.20756, 1.29181], [1.12910, -2.35520, 1.97024], [3.45687, -2.41999, 0.81936], [5.49345, -1.11456, 0.20666], [6.85613, 3.09626, 0.45770], [5.28609, 3.29021, -0.38498], [5.35416, 3.23798, 1.41935], [3.25077, 2.56120, 0.57223], [1.27195, 1.30779, 1.20386], [-1.84173, 1.59924, 2.29312], [-3.69742, 2.40103, 0.85471], [0.94905, -4.79053, 1.97978], [1.51832, -5.80994, 3.42331], [1.50082, -7.63626, 3.14514], [3.01321, -5.07812, 4.23834], [0.21321, -5.43112, 4.37294], [-0.58934, -5.77093, 5.47282], [-1.84496, -6.51022, 4.99496], [-2.38131, -6.25801, 3.72860], [-3.40989, -7.08782, 3.26794], [-3.93019, -8.08902, 4.09857], [-3.48842, -8.23277, 5.41727], [-2.51451, -7.35382, 5.89736], [0.29969, -6.61122, 6.44604], [0.21646, -8.01000, 6.50234], [1.09720, -8.73629, 7.31310], [2.20999, -8.10918, 7.86924], [2.33637, -6.72304, 7.75398], [1.33282, -5.96829, 7.13618], [-1.13416, -4.48681, 6.10079], [-2.63645, -4.11087, 5.97692], [-2.60609, -2.64273, 6.43230], [-1.08808, -2.25559, 6.51978], [-0.48744, -3.26072, 5.62469], [1.73058, -4.62390, 1.22951], [0.06563, -5.22058, 1.48761], [0.64438, -3.82558, 2.40496], [2.04081, -7.81454, 2.20349], [2.01031, -8.17083, 3.95847], [0.47369, -8.01948, 3.04603], [3.85400, -5.16393, 3.53651], [2.85525, -4.01189, 4.46212], [3.26907, -5.60349, 5.16731], [-2.00690, -5.41825, 3.12990], [-3.78240, -6.94171, 2.25174], [-4.70300, -8.75687, 3.71599], [-3.88864, -9.00719, 6.07892], [-2.21398, -7.35126, 6.95380], [-0.53346, -8.54864, 5.91881], [0.89282, -9.79718, 7.46203], [2.95996, -8.70054, 8.39584], [3.20760, -6.21300, 8.15386], [1.36956, -4.87555, 7.16423], [-0.98900, -4.60012, 7.20307], [-2.92678, -4.14107, 4.90599], [-3.34422, -4.77965, 6.52077], [-3.06823, -2.05261, 5.61940], [-3.12348, -2.50052, 7.39547], [-0.86647, -1.21479, 6.27252], [-0.72691, -2.40261, 7.56810], [0.53994, -3.29506, 5.68914]], "atomic_forces_ev_per_a": [[0.0, -0.3, -0.1], [1.3, -0.2, 0.7], [0.3, -0.1, -0.3], [-0.8, 0.5, -0.1], [0.7, -0.1, -0.4], [-0.8, 1.1, 0.8], [0.5, 0.0, -1.3], [-0.9, 0.3, 0.5], [0.3, 0.5, 0.1], [-0.1, 0.1, -0.4], [-0.2, 0.1, 0.3], [0.2, 0.3, 0.3], [0.2, 0.4, -0.2], [-1.3, -0.4, 0.1], [0.0, -0.3, -0.2], [0.2, 0.0, 0.3], [0.3, 0.1, 0.0], [0.3, -0.8, -0.9], [-0.7, 0.4, 0.2], [0.1, -0.1, 0.0], [-0.1, -0.1, -0.2], [0.0, -0.2, 0.2], [0.1, 0.1, 0.6], [0.0, 0.3, -0.5], [0.0, 0.1, -0.3], [0.3, -0.4, 0.3], [0.3, 0.2, 0.1], [-0.1, 0.3, 0.0], [-0.3, 0.0, 0.1], [-0.1, 0.1, 0.0], [0.1, 0.0, 0.2], [0.1, -0.2, -0.2], [0.1, -0.4, 0.0], [0.2, -0.1, -0.1], [-0.2, -0.4, -0.2], [0.0, -0.5, 0.6], [0.3, 0.1, -0.6], [-1.6, 0.1, 1.1], [0.5, -0.1, -0.3], [0.5, -0.1, -0.3], [-0.5, 0.4, 0.1], [-0.1, -0.8, -0.3], [0.1, -0.2, 0.5], [0.0, -0.7, 0.1], [0.0, 0.2, 0.3], [0.0, -0.2, -0.2], [-0.1, 0.6, 0.0], [0.1, -0.2, -0.5], [-0.3, 0.0, -0.5], [0.3, 0.1, 0.2], [-0.1, 0.1, -0.4], [-0.2, 0.0, 0.0], [-0.3, 0.2, 0.0], [0.1, -0.3, 0.0], [-0.1, 0.4, 1.2], [0.2, -0.2, -0.6], [0.1, 0.6, -0.1], [-0.3, -0.6, 0.7], [0.4, 0.5, 0.4], [-0.2, 0.1, -0.1], [0.3, 0.0, 0.1], [0.0, -0.6, 0.0], [-0.1, -0.3, 0.2], [-0.1, 0.1, -0.2], [0.3, 0.2, 0.0], [0.1, 0.1, 0.3], [0.0, -0.3, -0.1], [0.0, 0.1, -0.3], [0.1, -0.6, 0.1], [-0.1, -0.1, 0.4], [0.2, 0.2, 0.1], [-0.1, 0.4, -0.3], [-0.1, -0.3, -0.6], [0.3, 0.2, 0.4], [0.4, 0.2, -0.1], [-0.2, 0.2, -0.1], [-0.1, -0.1, 0.1], [0.1, -0.3, -0.1], [0.1, 0.1, -0.4], [0.1, -0.1, 0.7], [0.7, 0.6, -0.2], [0.0, 0.1, 0.7], [0.2, 0.2, -0.5], [-0.1, -0.2, -0.4], [-0.3, 0.1, -0.5], [-0.7, -0.1, 0.0]], "lowdin_charge": [-0.046, -0.066, -0.234, 0.021, -0.002, -0.219, 0.070, -0.061, 0.060, -0.196, 0.013, 0.024, -0.224, -0.052, -0.035, 0.012, 0.003, -0.017, -0.007, 0.096, 0.097, 0.099, 0.132, 0.124, 0.118, 0.107, 0.075, 0.123, 0.133, 0.100, 0.102, 0.102, 0.116, 0.114, 0.125, 0.119, -0.140, 0.392, -0.137, -0.143, -0.178, -0.348, -0.175, -0.041, -0.072, -0.088, -0.065, -0.062, -0.130, -0.041, -0.066, -0.080, -0.079, -0.046, -0.275, -0.127, -0.153, -0.202, -0.017, 0.035, 0.050, -0.002, 0.037, 0.040, 0.047, 0.036, 0.037, 0.027, 0.117, 0.103, 0.103, 0.111, 0.132, 0.114, 0.109, 0.107, 0.105, 0.117, 0.153, 0.101, 0.132, 0.095, 0.112, 0.101, 0.115, 0.112], "spin_multiplicity": 1, "charge": 1, "lumo_ev": -5.0, "e_homo_ev": -10.514, "e_above_lowest_kj_mol": 0.0}